This record from the OMol25 dataset describes 2 unconnected molecules or ions with the total composition C6H11N3O. The level of theory is ωB97M-V/def2-TZVPD.

Last columns: bonded neighbours and bond lengths (Å).
Cartesian coordinates (Å):
1 C -1.9822 2.5926 -1.6814  C2 1.505, H7 1.113, H8 1.034, H9 1.113
2 C -1.8132 1.2717 -0.9809  C1 1.505, C3 1.394, N6 1.352
3 C -1.1810 0.1600 -1.5357  C2 1.394, N4 1.407, H10 1.102
4 N -1.0950 -0.7245 -0.4446  C3 1.407, C5 1.392, H11 1.008
5 C -1.9399 -0.2237 0.5418  N4 1.392, N6 1.341, H12 1.124
6 N -2.2447 1.0559 0.2823  C2 1.352, C5 1.341
7 H -1.8423 2.3726 -2.7638  C1 1.113
8 H -1.3310 3.3701 -1.4782  C1 1.034
9 H -2.9697 3.1026 -1.6222  C1 1.113
10 H -1.0523 -0.1197 -2.5941  C3 1.102
11 H -0.7235 -1.6597 -0.4985  N4 1.008
12 H -1.9767 -0.6637 1.5760  C5 1.124
13 C 2.9481 -0.9854 0.3696  C14 1.548, H17 1.079, H18 1.061, H19 1.115
14 C 2.0435 -1.7837 1.3401  C13 1.548, N15 1.391, O16 1.166
15 N 1.2898 -1.0028 2.2106  C14 1.391, H20 1.105, H21 1.008
16 O 2.0632 -2.9184 1.6090  C14 1.166
17 H 3.2509 -1.5028 -0.5277  C13 1.079
18 H 3.7495 -0.4369 0.7961  C13 1.061
19 H 2.3168 -0.2502 -0.1822  C13 1.115
20 H 1.0423 -1.6085 3.1011  N15 1.105
21 H 1.4475 -0.0456 2.4828  N15 1.008

The value obtained for the molar mass is 141.2 g mol⁻¹. For the HOMO energy, the calculation gives -8.51 eV. The calculation puts the energy relative to the best compared isomer or geometry (same formula, charge and spin) at 1.6744 eV. The SMILES is Cc1c[nH]cn1.CC(N)=O. The value obtained for the gap between HOMO and LUMO is 9.2 eV.

Results of the Löwdin charge analysis, in e, for atoms 1 through 2: number 1, C, carries -0.054; number 2, C, carries -0.385



This record from the OMol25 dataset describes 2 unconnected molecules or ions with the total composition C6H11N3O. The level of theory is ωB97M-V/def2-TZVPD.

Last columns: bonded neighbours and bond lengths (Å).
Cartesian coordinates (Å):
1 C 0.1155 -1.8252 -1.2141  C2 1.468, H8 1.122, H9 1.147, H10 1.134
2 C -0.0814 -0.4402 -0.7701  C1 1.468, N3 1.299, C6 1.526
3 N 0.3192 0.5217 -1.5463  C2 1.299, N4 1.377
4 N 0.1583 1.7046 -0.8608  N3 1.377, C5 1.427, H11 0.970
5 C -0.4851 1.5573 0.4046  N4 1.427, C6 1.566, H12 1.055, H13 1.159
6 C -0.6628 0.0102 0.5674  C2 1.526, C5 1.566, C7 1.512, H14 1.059
7 C -2.0879 -0.3423 0.9298  C6 1.512, H15 1.068, H16 1.087, H17 1.197
8 H -0.7593 -2.4306 -0.8578  C1 1.122
9 H 0.9396 -2.3201 -0.5893  C1 1.147
10 H 0.3025 -1.8538 -2.3317  C1 1.134
11 H 0.0063 2.4850 -1.4160  N4 0.970
12 H -1.4218 2.0177 0.5551  C5 1.055
13 H 0.2883 1.9842 1.1557  C5 1.159
14 H 0.0473 -0.4777 1.1837  C6 1.059
15 H -2.7549 0.4543 0.6818  C7 1.068
16 H -2.1028 -0.8423 1.8944  C7 1.087
17 H -2.3141 -1.2527 0.1858  C7 1.197
18 N 2.6881 0.8934 0.4380  C19 1.186, H21 1.006
19 C 2.5817 -0.2862 0.5010  N18 1.186, O20 1.168
20 O 2.4794 -1.4489 0.5428  C19 1.168
21 H 2.7440 1.8917 0.5460  N18 1.006

The value obtained for the molar mass is 141.2 g mol⁻¹. For the HOMO energy, the calculation gives -7.78 eV. The calculation puts the energy relative to the best compared isomer or geometry (same formula, charge and spin) at 3.0226 eV. The SMILES is CC1=NNC[C@H]1C.N=C=O. The value obtained for the gap between HOMO and LUMO is 8.6 eV.

Results of the Löwdin charge analysis, in e, for atoms 1 through 2: number 1, C, carries -0.057; number 2, C, carries -0.379



This record from the OMol25 dataset describes a single C6H11N3O2 molecule. The level of theory is ωB97M-V/def2-TZVPD.

Last columns: bonded neighbours and bond lengths (Å).
Cartesian coordinates (Å):
1 C -1.8048 1.4980 0.8956  C2 1.521, H12 1.055, H13 1.036, H14 1.055
2 C -1.2032 1.5336 -0.5014  C1 1.521, O3 1.234, N4 1.378
3 O -1.0449 2.5686 -1.1546  C2 1.234
4 N -0.6801 0.3484 -0.9720  C2 1.378, N5 1.432, H15 1.036
5 N -0.5513 -0.9302 -0.3407  N4 1.432, C6 1.450, C7 1.414
6 C -1.5547 -1.9183 -0.6862  N5 1.450, H16 1.179, H17 1.127, H18 1.163
7 C 0.7544 -1.4049 -0.0799  N5 1.414, C8 1.300, H19 1.047
8 C 1.7737 -0.6040 -0.1738  C7 1.300, C9 1.319
9 C 2.8484 0.1545 -0.0756  C8 1.319, N10 1.387, O11 1.334
10 N 3.1288 1.0709 0.9267  C9 1.387, H20 1.031, H21 0.994
11 O 3.6904 0.1802 -1.1099  C9 1.334, H22 1.040
12 H -2.7465 1.0250 0.8438  C1 1.055
13 H -1.7658 2.4764 1.2342  C1 1.036
14 H -1.1956 0.8055 1.4086  C1 1.055
15 H -0.1926 0.4198 -1.8828  N4 1.036
16 H -2.3552 -1.1907 -1.1551  C6 1.179
17 H -1.0979 -2.6335 -1.4282  C6 1.127
18 H -2.1178 -2.2319 0.2816  C6 1.163
19 H 0.6572 -2.1980 0.5959  C7 1.047
20 H 2.3051 1.0819 1.5474  N10 1.031
21 H 2.9775 2.0018 0.6126  N10 0.994
22 H 4.6135 0.3980 -0.6823  O11 1.040

The value obtained for the molar mass is 157.2 g mol⁻¹. For the HOMO energy, the calculation gives -8.39 eV. The calculation puts the energy relative to the best compared isomer or geometry (same formula, charge and spin) at 2.9457 eV. The SMILES is CC(=O)NN(C)C=C=C(N)O. The value obtained for the gap between HOMO and LUMO is 9.0 eV.

Results of the Löwdin charge analysis, in e, for atoms 1 through 2: number 1, C, carries 0.024; number 2, C, carries -0.492